Entry 1:
DFT (the ωB97M-V functional and the def2-TZVPD basis) results for 12 unconnected molecules or ions with the total composition C44H116N4O14 at a distorted geometry.

Output
ΔE to the lowest compared entry with this formula, charge and spin (kcal/mol): 95.5
Lowest unoccupied orbital energy (eV): 0.307
Largest force on an atom (Eh/bohr): 0.0720
HOMO (Eh): -0.33223
SMILES: COC[C@H](C)N.COC[C@H](C)N.COCCNCCOC.COCCNCCOC.CC(C)O.CC(C)O.CC(C)O.CC(C)O.CC(C)O.CC(C)O.CC(C)O.CC(C)O

Geometry as ORCA input:
```
! wB97M-V def2-TZVPD RIJCOSX def2/J DEFGRID3
* xyz 0 1
C 2.43247 9.84929 0.64733
O 3.55243 9.36042 -0.07802
C 3.61191 7.94623 -0.05274
C 4.75734 7.31060 -0.91048
N 4.73904 7.90885 -2.24540
C 5.80925 7.33306 -3.04952
C 5.84672 7.96312 -4.41092
O 6.93003 7.44605 -5.23446
C 8.22222 8.01897 -4.90124
H 1.48613 9.35193 0.43480
H 2.25509 10.91452 0.49928
H 2.63774 9.69349 1.70644
H 2.71768 7.71327 -0.63084
H 3.59196 7.60347 0.98178
H 4.62494 6.22879 -0.89454
H 5.69994 7.41615 -0.37339
H 4.92745 8.89127 -2.10585
H 5.66571 6.27274 -3.25743
H 6.75616 7.35414 -2.51009
H 5.95549 9.03789 -4.26559
H 4.89557 7.78896 -4.91400
H 8.48607 8.99226 -5.31500
H 8.98626 7.37543 -5.33737
H 8.42266 8.05578 -3.83046
C -6.15184 3.78539 12.41094
O -6.29507 2.74535 11.45880
C -5.18913 1.85183 11.45448
C -5.40071 0.82418 10.34120
N -5.28393 1.31492 9.01121
C -5.30779 0.09847 8.17856
C -5.13521 0.42994 6.72794
O -6.35922 0.94321 6.18187
C -6.30431 1.31983 4.79408
H -6.31440 3.24164 13.34153
H -6.90430 4.57388 12.42487
H -5.15998 4.23203 12.48054
H -5.10463 1.27154 12.37329
H -4.30181 2.43052 11.19778
H -6.40136 0.42588 10.50898
H -4.71226 0.00716 10.55711
H -6.10137 1.87630 8.81954
H -6.25767 -0.41840 8.31518
H -4.53342 -0.62829 8.42404
H -4.86232 -0.49732 6.22413
H -4.26523 1.05691 6.53269
H -7.28418 1.65126 4.45041
H -6.00932 0.48964 4.15231
H -5.58311 2.10997 4.58516
C -7.58468 -7.76434 0.42152
C -6.86288 -9.05086 0.14803
C -5.34909 -8.86144 -0.08744
O -4.94937 -8.01067 -1.17924
C -5.30715 -8.37448 -2.41750
N -6.99492 -9.97566 1.21444
H -7.25717 -7.19404 1.29077
H -8.64619 -7.95317 0.58174
H -7.47518 -7.14803 -0.47082
H -7.33403 -9.50428 -0.72405
H -4.86717 -9.83700 -0.15156
H -4.85933 -8.42530 0.78320
H -6.33914 -8.05236 -2.55654
H -5.29055 -9.45992 -2.51564
H -4.61192 -7.95000 -3.14178
H -7.90006 -9.92048 1.65917
H -7.03628 -10.86565 0.73873
C 8.27557 0.56218 -1.64111
C 9.32666 1.24601 -2.52264
C 10.28338 2.21932 -1.75994
O 9.49920 3.16740 -1.07882
C 10.25564 4.14768 -0.37236
N 9.93927 0.18828 -3.35316
H 7.74838 1.41436 -1.21220
H 8.68760 -0.07719 -0.86037
H 7.57613 -0.02166 -2.23946
H 8.73210 1.88566 -3.17492
H 10.95559 2.70310 -2.46858
H 10.87340 1.67447 -1.02297
H 9.52529 4.82610 0.06860
H 10.89301 4.72059 -1.04587
H 10.86722 3.72370 0.42408
H 10.52216 -0.45161 -2.83270
H 9.21834 -0.46141 -3.63290
C 0.24824 -6.05494 -7.16249
C 1.25819 -7.14930 -7.36190
C 0.67461 -8.56615 -7.00736
O 1.61718 -7.05134 -8.71893
H 0.62296 -5.05601 -7.38571
H -0.08331 -6.01025 -6.12510
H -0.58314 -6.24950 -7.84003
H 2.10285 -6.90116 -6.71919
H 0.47982 -8.70254 -5.94360
H 1.34380 -9.38300 -7.27758
H -0.21794 -8.91050 -7.52970
H 2.13971 -7.81811 -8.96517
C -0.60461 -1.48374 -0.22027
C -0.10747 -0.50050 -1.26959
C 0.57015 0.67798 -0.60381
O 0.83129 -1.15217 -2.04401
H -1.30811 -0.92887 0.40046
H 0.19613 -1.96295 0.34300
H -1.18006 -2.28902 -0.67686
H -0.96759 -0.18274 -1.85893
H 1.51232 0.39580 -0.13392
H -0.06700 1.14557 0.14685
H 0.80324 1.43307 -1.35455
H 1.12378 -0.66212 -2.81595
C 1.23226 -3.70964 7.83283
C 1.08538 -4.98757 7.01728
C -0.24404 -4.99407 6.27132
O 2.15225 -4.98564 6.14168
H 2.26169 -3.63449 8.18318
H 0.46602 -3.77877 8.60497
H 1.01763 -2.88509 7.15299
H 1.10544 -5.75778 7.78830
H -1.09569 -4.87085 6.94035
H -0.30001 -5.93051 5.71630
H -0.12080 -4.16877 5.57004
H 1.98725 -5.65566 5.47427
C 0.34993 2.17662 -9.05316
C 1.73259 1.80704 -8.53180
C 2.80572 2.78334 -9.04030
O 1.59165 1.85489 -7.14334
H 0.12647 3.24343 -9.06131
H -0.38145 1.69636 -8.40313
H 0.17367 1.84805 -10.07740
H 2.05145 0.84039 -8.92172
H 2.78763 2.66144 -10.12331
H 3.80421 2.51598 -8.69442
H 2.62131 3.84116 -8.85292
H 1.34060 2.75439 -6.92093
C 2.50883 -8.22026 -0.23651
C 1.88329 -9.08228 0.89426
C 1.73267 -10.52160 0.35025
O 2.85924 -9.25803 1.91045
H 3.38144 -8.76457 -0.59760
H 2.77346 -7.24902 0.18151
H 1.94047 -8.13935 -1.16308
H 0.93937 -8.78215 1.34926
H 0.91660 -10.54280 -0.37201
H 1.48453 -11.24222 1.12950
H 2.63153 -10.96304 -0.08020
H 3.70219 -9.48823 1.51290
C -8.23150 0.28422 -4.16579
C -7.47349 -0.77029 -4.88694
C -7.09478 -1.93187 -3.97447
O -8.30321 -1.40160 -5.86408
H -9.25274 -0.04590 -3.97558
H -8.26872 1.19843 -4.75821
H -7.84291 0.55944 -3.18532
H -6.52247 -0.42162 -5.28957
H -6.56939 -2.74725 -4.47168
H -7.91790 -2.51925 -3.56757
H -6.49717 -1.65923 -3.10462
H -8.58443 -0.74835 -6.50887
C 1.76759 3.85855 7.47152
C 0.35420 3.96712 8.01726
C -0.58301 4.44936 6.91771
O 0.05919 2.60347 8.33726
H 2.14318 4.86594 7.29207
H 1.83546 3.26332 6.56092
H 2.49032 3.51097 8.20973
H 0.40840 4.60175 8.90180
H -0.46127 3.90237 5.98279
H -0.27408 5.43484 6.56915
H -1.63617 4.53281 7.18601
H -0.85842 2.40191 8.13988
C -1.78488 7.99000 -3.75549
C -1.51589 6.49552 -3.94535
C -2.49736 5.83635 -4.87489
O -0.16530 6.26709 -4.49941
H -0.91352 8.56665 -3.44516
H -2.52199 8.23008 -2.98925
H -2.08730 8.48714 -4.67716
H -1.60082 6.09410 -2.93553
H -3.49840 6.05646 -4.50397
H -2.31105 4.76240 -4.87934
H -2.27373 6.27810 -5.84595
H 0.47222 6.61700 -3.87271
*
```

=====

Entry 2:
DFT (the ωB97M-V functional and the def2-TZVPD basis) results for 3 unconnected molecules or ions with the total composition C2H12NO2S at a distorted geometry.

Output
ΔE to the lowest compared entry with this formula, charge and spin (kcal/mol): 8.9
Lowest unoccupied orbital energy (eV): -3.085
Largest force on an atom (Eh/bohr): 0.0276
HOMO (Eh): -0.48698

Geometry as ORCA input:
```
! wB97M-V def2-TZVPD RIJCOSX def2/J DEFGRID3
* xyz 1 1
C 1.00606 -0.58240 -0.76445
C 2.37334 -0.56586 -0.06092
S 2.46011 0.35580 1.51833
N -0.10225 -0.59224 0.21844
H 0.95743 -1.45177 -1.41043
H 0.88228 0.31460 -1.37088
H 3.20612 -0.33236 -0.71416
H 2.54830 -1.59573 0.27018
H 3.09147 1.44246 1.05384
H -1.05982 -0.69872 -0.18440
H -0.19374 0.34190 0.62765
H 0.10722 -1.17334 1.02614
H -2.58123 1.48757 1.79469
H -2.16059 2.59099 0.78346
O -2.37302 1.64907 0.86570
H -2.74027 -1.17101 -1.11283
H -3.09212 0.28873 -1.27606
O -2.32929 -0.30770 -1.26431
*
```

=====

Entry 3:
DFT (the ωB97M-V functional and the def2-TZVPD basis) results for a molecular structure, C40H35BIN8O6P2Pb.

Output
ΔE to the lowest compared entry with this formula, charge and spin (kcal/mol): 17.5
Lowest unoccupied orbital energy (eV): 1.887
Largest force on an atom (Eh/bohr): 0.0104
HOMO (Eh): -0.15257

Geometry as ORCA input:
```
! wB97M-V def2-TZVPD RIJCOSX def2/J DEFGRID3
* xyz -1 1
Pb 1.09606 1.01180 0.57749
C 2.36242 -2.43392 3.80385
C 1.49232 -1.47360 3.27148
N 2.05641 -0.85445 2.24510
N 3.28200 -1.38308 2.09044
C 3.49294 -2.33149 3.01973
B 4.28858 -0.80833 1.07397
N 3.78169 -1.00758 -0.37758
C 4.37527 -1.72448 -1.34604
C 3.71671 -1.49644 -2.53600
C 2.71022 -0.58530 -2.19517
N 2.75917 -0.30014 -0.90255
N 4.54076 0.68763 1.34773
C 5.69905 1.29477 1.65371
C 5.46898 2.64889 1.76974
C 4.09990 2.78613 1.50679
N 3.55691 1.60526 1.25808
H 2.19353 -3.09377 4.63599
H 0.49187 -1.19968 3.57028
H 4.43178 -2.85676 3.05033
H 5.32497 -1.41283 1.19017
H 5.22821 -2.33841 -1.11178
H 3.93178 -1.91388 -3.50251
H 1.95751 -0.12631 -2.81755
H 6.59895 0.71433 1.76435
H 6.17993 3.42015 2.00431
H 3.47262 3.66201 1.47279
O -1.91258 6.73209 -1.15603
C -1.24222 5.73925 -0.98150
C -0.49933 5.36015 0.27955
O -0.56860 5.92330 1.36857
C 0.25200 4.14932 -0.03042
C -0.08088 3.67226 -1.31827
O 0.29019 2.56579 -1.80140
C -1.00816 4.61190 -1.96627
O -1.53182 4.48506 -3.06138
O 1.02607 3.53709 0.79068
N -1.41853 -1.26876 -1.36642
P -0.67148 -1.84874 0.03098
C -0.17659 -3.56787 -0.31125
C -1.05642 -4.57195 -0.71517
C -0.58888 -5.84505 -0.98854
C 0.76544 -6.13232 -0.84931
C 1.64542 -5.14655 -0.43593
C 1.17443 -3.86534 -0.17205
C -2.04151 -2.09087 1.21565
C -3.19040 -1.30748 1.14405
C -4.15868 -1.38068 2.13737
C -3.98761 -2.23228 3.21735
C -2.84243 -3.01618 3.29767
C -1.87895 -2.94577 2.30623
P -0.96477 0.35036 -1.74576
C -2.52311 1.26224 -1.52754
C -2.64719 2.02349 -0.36864
C -3.83365 2.68157 -0.07781
C -4.91117 2.56703 -0.94362
C -4.80177 1.79660 -2.09399
C -3.61133 1.15091 -2.38764
C -0.80308 0.24320 -3.56054
C -0.44884 -0.96133 -4.16357
C -0.25282 -1.03024 -5.53706
C -0.41541 0.10508 -6.31584
C -0.76452 1.30860 -5.71660
C -0.95033 1.38833 -4.34573
H -2.26216 -1.69546 -1.73698
H -2.11586 -4.36043 -0.80528
H -1.27705 -6.61771 -1.30678
H 1.13102 -7.12879 -1.06330
H 2.69974 -5.36369 -0.32497
H 1.86092 -3.08559 0.14073
H -3.33086 -0.61750 0.31891
H -5.04222 -0.75902 2.06351
H -4.74070 -2.28593 3.99334
H -2.69847 -3.68370 4.13837
H -0.98890 -3.56121 2.38262
H -1.81139 2.10695 0.31564
H -3.90573 3.28893 0.81447
H -5.83397 3.09142 -0.73001
H -5.64164 1.71358 -2.77217
H -3.51851 0.58142 -3.30575
H -0.32220 -1.84819 -3.55418
H 0.02764 -1.97284 -5.99101
H -0.26623 0.05576 -7.38749
H -0.88694 2.20103 -6.31680
H -1.18816 2.33961 -3.88385
N -0.27429 3.46833 3.24751
C -0.76553 2.25670 3.49779
O -0.65900 1.29036 2.73557
C -1.50754 2.07619 4.79948
I -0.18172 1.36636 6.31208
H 0.23135 3.66802 2.35992
H -0.48997 4.24751 3.84475
H -2.25571 1.30182 4.66796
H -1.94694 2.99335 5.17899
*
```